(1)
A 2-piece molecular cluster, C7H7F3N2S overall in a non-equilibrium geometry, computed with ωB97M-V/def2-TZVPD.

Last column: Mulliken charge in e.
Atoms and positions in Å:
C (-1.46077, 2.41162, 0.13792)  -0.2456
C (-0.69503, 1.89542, -0.82667)  -0.5503
C (-1.81820, 0.18933, -0.04695)  0.3689
C (0.53306, -2.19640, 0.38777)  -0.4030
C (1.11904, -1.92996, -1.01863)  -0.5227
C (0.96928, -0.92697, 0.03434)  0.4108
C (1.81864, 0.22288, 0.46813)  0.8298
N (-2.22458, 1.35739, 0.63903)  -0.0929
N (-0.86354, 0.50409, -0.89255)  -0.3207
F (3.02454, -0.13811, 0.94478)  -0.2746
F (2.11586, 0.96399, -0.60204)  -0.2611
F (1.33044, 1.11227, 1.29397)  -0.2551
S (-2.30506, -1.29179, 0.61926)  -0.3858
H (-1.67395, 3.40444, 0.63268)  0.3807
H (-0.01346, 2.13177, -1.63592)  0.4624
H (-0.60256, -2.37414, 0.60209)  -0.1089
H (1.04482, -2.85462, 1.06821)  0.2702
H (2.21347, -2.31066, -1.16410)  0.2120
H (0.54649, -1.65692, -1.90712)  0.2432
H (-3.05849, 1.48635, 1.26578)  0.2428

Results
**Spin multiplicity**: 1
**E**: -1078.0653 Ha
**Energy relative to the best compared isomer or geometry (same formula, charge and spin)**: 2.247 eV
**Highest occupied orbital energy (spin up / spin down)**: -0.3112 / -0.2972 Eh

---

(2)
A 2-piece molecular cluster, C8H14NO3 overall in a non-equilibrium geometry, computed with ωB97M-V/def2-TZVPD.

Last column: Mulliken charge in e.
Atoms and positions in Å:
C (0.73298, 1.57042, 2.07229)  0.3620
C (0.38746, 0.55432, 1.28696)  0.3925
C (0.50314, -0.26935, 3.29606)  0.5243
C (0.99311, 3.00581, 1.86809)  -1.2292
C (-1.75084, -0.79066, -0.78357)  -0.7440
C (-0.53144, -0.89131, -2.86719)  -0.8812
C (0.33492, -1.99121, -0.90442)  -0.7502
C (0.31129, 0.40423, -1.08386)  -0.7622
N (-0.40569, -0.80836, -1.39050)  0.0404
O (0.45733, -1.05161, 4.17672)  -0.4738
O (0.77074, 1.03621, 3.35353)  -0.2877
O (0.25190, -0.60241, 1.96621)  -0.3227
H (0.18308, 3.59835, 2.29052)  0.3212
H (1.08772, 3.22095, 0.80869)  0.3147
H (1.90899, 3.28676, 2.38477)  0.3474
H (-2.30546, -1.68075, -1.07593)  0.4108
H (-1.66233, -0.77331, 0.30106)  0.2593
H (-2.30400, 0.08906, -1.10789)  0.3849
H (-1.13402, -0.06698, -3.24630)  0.3973
H (0.45276, -0.84934, -3.33010)  0.3980
H (-1.00928, -1.83009, -3.14626)  0.3817
H (-0.20831, -2.89974, -1.15647)  0.3993
H (1.32220, -2.03298, -1.35993)  0.4150
H (0.44795, -1.94161, 0.17716)  0.2651
H (1.37374, 0.38460, -1.25985)  0.4055
H (-0.20792, 1.32901, -1.26979)  0.4318

Results
**Spin multiplicity**: 1
**Charge**: +1
**E**: -593.3259 Ha
**Energy relative to the best compared isomer or geometry (same formula, charge and spin)**: 2.450 eV
**Highest occupied orbital energy**: -0.4575 Eh

---

(3)
A 9-piece molecular cluster, C32H54O27 overall in a non-equilibrium geometry, computed with ωB97M-V/def2-TZVPD.

Last column: Mulliken charge in e.
Atoms and positions in Å:
C (-6.68600, 16.48200, 2.44500)  -1.4704
C (-5.27400, 16.48800, 2.99000)  1.6019
C (-4.57800, 15.16100, 2.94300)  -0.5647
O (-3.30700, 15.46800, 2.29700)  -0.3209
C (-3.38200, 16.64900, 1.74200)  0.4606
O (-2.55200, 17.11500, 0.97500)  -0.5884
O (-4.52100, 17.25800, 2.07700)  -0.0807
H (-7.33400, 15.74400, 2.95600)  0.4383
H (-6.62100, 16.06900, 1.44900)  0.4998
H (-7.18200, 17.46800, 2.46800)  -0.0572
H (-5.31700, 16.76200, 4.01300)  -0.4193
H (-5.12500, 14.44200, 2.42200)  0.3359
H (-4.30200, 14.79000, 3.95700)  0.2649
C (0.25500, 20.63600, 7.88000)  -1.2412
C (0.91200, 19.33500, 8.21900)  0.5465
C (-0.03400, 18.28200, 8.88700)  -0.0761
O (-0.01000, 17.20900, 8.00900)  -0.0853
C (0.80200, 17.43300, 7.00300)  0.4342
O (0.95100, 16.62300, 6.08900)  -0.4126
O (1.37400, 18.64300, 7.08700)  -0.3507
H (0.77500, 21.25000, 7.20300)  0.3927
H (0.23200, 21.34200, 8.70700)  0.4510
H (-0.75200, 20.52000, 7.48000)  0.0072
H (1.82500, 19.51800, 8.84100)  0.2767
H (-1.08100, 18.54400, 9.05700)  -0.2132
H (0.41800, 17.89600, 9.85400)  0.2664
C (-7.94900, 16.27300, 10.64100)  -1.6510
C (-7.67000, 17.12900, 9.35500)  0.7880
C (-8.83300, 17.46100, 8.40700)  -0.1726
O (-8.62600, 18.78100, 8.06600)  -0.3050
C (-7.57600, 19.28000, 8.69700)  0.6685
O (-7.13800, 20.39600, 8.50200)  -0.6363
O (-7.11700, 18.46600, 9.57000)  -0.3151
H (-7.05500, 16.31100, 11.33400)  0.2959
H (-8.11200, 15.23000, 10.43400)  0.3806
H (-8.76000, 16.59300, 11.30100)  0.4302
H (-6.86300, 16.56700, 8.79000)  -0.0258
H (-9.75300, 17.45600, 9.00800)  0.3182
H (-8.99100, 16.80400, 7.57900)  0.3007
C (-0.23800, 13.58100, 7.09700)  -1.3208
C (0.36200, 13.30800, 5.71300)  0.9760
C (1.80200, 13.82300, 5.64800)  -0.3918
O (2.56300, 12.62100, 5.55200)  -0.3677
C (1.82200, 11.58800, 5.40700)  0.5625
O (2.25000, 10.44900, 5.16800)  -0.6152
O (0.54800, 11.96500, 5.42800)  -0.4222
H (0.26900, 12.93500, 7.82700)  0.3625
H (-1.27500, 13.40800, 7.12900)  0.3631
H (-0.19300, 14.60400, 7.42200)  0.3176
H (-0.23000, 13.86900, 4.97900)  0.0093
H (2.13300, 14.52700, 6.40100)  0.2039
H (1.96300, 14.34700, 4.73000)  0.3507
C (-1.12600, 21.56900, 3.36500)  -1.8123
C (-0.96600, 20.16300, 3.95400)  2.1981
C (-1.24000, 19.00500, 3.05900)  0.9415
O (0.05100, 18.34700, 2.94100)  -0.3124
C (0.89900, 18.87300, 3.74400)  0.4684
O (2.05900, 18.47800, 3.97900)  -0.6274
O (0.41600, 20.04000, 4.27100)  -0.4606
H (-2.14300, 21.86500, 3.14100)  0.3269
H (-0.59600, 21.51900, 2.46100)  0.5428
H (-0.55800, 22.24200, 4.03800)  0.3473
H (-1.47900, 20.00800, 4.91700)  -0.8017
H (-1.67800, 19.30700, 2.12500)  0.3998
H (-2.06200, 18.49400, 3.47000)  -1.1150
C (-2.90900, 13.47900, 9.47400)  -0.8291
O (-2.57900, 14.83200, 9.22100)  -0.1536
C (-3.58900, 15.68900, 9.30700)  0.5148
O (-4.90700, 15.28300, 9.51100)  -0.6079
O (-3.28900, 16.98000, 9.05300)  0.1287
C (-4.29100, 17.92300, 9.40800)  -0.4803
H (-3.66700, 13.14800, 8.73300)  0.3669
H (-3.25900, 13.15900, 10.47100)  0.3332
H (-2.06500, 12.86200, 9.26200)  0.2700
H (-4.83300, 17.63400, 10.29800)  0.4893
H (-4.92900, 17.91900, 8.51700)  -0.2222
H (-3.82200, 18.89600, 9.56700)  0.2717
C (-2.85600, 21.77400, -0.35800)  -0.7379
O (-3.11800, 21.27500, 0.90600)  -0.0187
C (-4.37600, 20.81400, 1.12200)  0.4835
O (-5.33600, 20.68200, 0.07700)  -0.6733
O (-4.64600, 20.52100, 2.38000)  -0.0411
C (-5.96200, 20.13000, 2.66500)  -1.3607
H (-2.87600, 21.00000, -1.14100)  0.3037
H (-1.77600, 22.24300, -0.38200)  0.2237
H (-3.61900, 22.58000, -0.57400)  0.3024
H (-6.72300, 20.91900, 2.74600)  0.4900
H (-6.01600, 19.60900, 3.60900)  0.3093
H (-6.31900, 19.42800, 1.96100)  0.6150
C (-8.98100, 18.87500, 4.78800)  -0.6369
O (-8.61400, 19.42900, 3.52300)  -0.0551
C (-9.31400, 19.16200, 2.37200)  0.5941
O (-10.38400, 18.22900, 2.39700)  -0.6467
O (-8.86600, 19.75200, 1.27400)  -0.1708
C (-9.34400, 19.25900, -0.00300)  -0.6846
H (-9.93800, 19.33800, 5.13500)  0.3986
H (-8.26700, 19.11200, 5.59000)  0.0096
H (-9.19500, 17.79000, 4.69800)  0.3670
H (-9.31200, 18.18200, -0.12300)  0.3268
H (-8.66500, 19.65300, -0.77200)  0.2540
H (-10.39900, 19.64500, -0.19100)  0.2767
C (-5.20200, 20.48800, 6.22900)  -1.1530
O (-4.99000, 19.15500, 5.81000)  0.3598
C (-3.79100, 18.63000, 5.99600)  0.4290
O (-2.83400, 19.26300, 6.72900)  -0.5506
O (-3.49400, 17.55900, 5.30900)  -0.0235
C (-2.37900, 16.78900, 5.72200)  0.5564
H (-4.94500, 20.63100, 7.26400)  0.3776
H (-6.21500, 20.79800, 5.95200)  0.2938
H (-4.44800, 21.05600, 5.61200)  0.2725
H (-2.35700, 16.43700, 6.76500)  -0.3074
H (-1.48500, 17.45400, 5.54900)  -0.3213
H (-2.23000, 15.81000, 5.12700)  -0.2385

Results
**Spin multiplicity**: 1
**SMILES string**: C[C@H]1COC(=O)O1.C[C@H]1COC(=O)O1.C[C@H]1COC(=O)O1.C[C@H]1COC(=O)O1.C[C@H]1COC(=O)O1.COC(=O)OC.COC(=O)OC.COC(=O)OC.COC(=O)OC
**E**: -3283.0595 Ha
**Energy relative to the best compared isomer or geometry (same formula, charge and spin)**: 6.071 eV
**Highest occupied orbital energy**: -0.3698 Eh

---

(4)
A 7-piece molecular cluster, C33H37N6O2S overall in a non-equilibrium geometry, computed with ωB97M-V/def2-TZVPD.

Last column: Mulliken charge in e.
Atoms and positions in Å:
C (-1.73124, 2.19129, -0.40268)  0.1728
C (-2.63309, 1.19501, -1.36566)  0.0161
O (-3.52332, 1.73779, -2.24151)  -0.4843
O (-2.58936, -0.27475, -1.32106)  -0.2677
C (-1.35322, -0.81839, -1.90443)  -0.1094
S (-0.60210, 0.20806, -3.28040)  -0.0618
H (-1.14302, 1.48644, 0.33804)  0.0547
H (-2.40844, 2.94684, 0.20905)  0.3773
H (-0.97013, 2.77195, -1.08622)  -0.1969
H (-1.65253, -1.86398, -2.39614)  0.3914
H (-0.59743, -1.07836, -1.02084)  0.3018
H (0.53509, -0.44810, -3.84414)  0.3616
H (-0.27323, 1.51177, -2.87676)  0.2857
N (0.63114, 4.17605, 0.56505)  -0.2232
C (1.35846, 3.20769, 1.16392)  0.2147
C (2.60351, 3.42017, 1.73387)  -0.5901
C (3.13968, 4.70259, 1.68465)  -0.3514
C (2.41543, 5.72062, 1.07294)  -0.5394
C (1.17686, 5.41124, 0.53429)  -0.4435
H (0.89891, 2.22363, 1.17394)  0.0719
H (3.14225, 2.60548, 2.20429)  0.5103
H (4.11368, 4.90722, 2.11952)  0.3860
H (2.80579, 6.73048, 1.01769)  0.3945
H (0.57162, 6.17215, 0.04950)  0.5790
N (0.86371, 7.39305, -2.57343)  -0.3253
C (0.82387, 8.39094, -3.48336)  -0.2716
C (0.25323, 8.26570, -4.73988)  -0.3597
C (-0.30825, 7.04196, -5.08874)  -0.2906
C (-0.28101, 5.99451, -4.17375)  -0.5873
C (0.30905, 6.21728, -2.94001)  0.3809
H (1.27784, 9.32500, -3.16541)  0.3545
H (0.24716, 9.10182, -5.42989)  0.3626
H (-0.76353, 6.90557, -6.06535)  0.3653
H (-0.70952, 5.02845, -4.41537)  0.3272
H (0.35197, 5.43216, -2.19031)  0.0488
N (0.31441, -3.37304, -3.91453)  -0.2552
C (0.85266, -4.34440, -3.14506)  -0.2809
C (0.80022, -5.69325, -3.45812)  -0.5415
C (0.15334, -6.07235, -4.62958)  -0.1280
C (-0.41262, -5.09517, -5.44195)  -0.6236
C (-0.30553, -3.77152, -5.04649)  -0.0335
H (1.34356, -3.99858, -2.24003)  0.4408
H (1.25235, -6.43031, -2.80422)  0.3861
H (0.09089, -7.12047, -4.90745)  0.3796
H (-0.92401, -5.35805, -6.36099)  0.3715
H (-0.72776, -2.97175, -5.64848)  0.3236
N (2.69938, 0.61159, 3.62834)  -0.4729
C (1.63649, -0.15445, 3.29847)  -0.5872
C (0.60702, -0.46196, 4.17356)  -0.2744
C (0.67087, 0.04251, 5.46813)  -0.3528
C (1.75394, 0.83306, 5.83841)  -0.4240
C (2.73282, 1.08854, 4.89161)  -0.2345
H (1.63393, -0.52707, 2.27827)  0.7097
H (-0.22409, -1.08015, 3.85365)  0.4577
H (-0.11684, -0.17824, 6.18257)  0.4063
H (1.83336, 1.24082, 6.83976)  0.3916
H (3.59608, 1.70316, 5.13104)  0.3846
N (-3.73440, -2.32566, 3.05251)  -0.5297
C (-3.30034, -1.79611, 1.88781)  -0.3429
C (-3.57952, -2.33811, 0.64344)  0.1634
C (-4.34745, -3.49640, 0.58733)  -0.5236
C (-4.80751, -4.06653, 1.76987)  -0.3402
C (-4.47924, -3.44914, 2.96611)  -0.3521
H (-2.70226, -0.89463, 1.98422)  0.4144
H (-3.20686, -1.86880, -0.25996)  0.4518
H (-4.58572, -3.95099, -0.36986)  0.4047
H (-5.40767, -4.96929, 1.76002)  0.3964
H (-4.81766, -3.85367, 3.91592)  0.3709
N (1.41767, -6.44097, 2.49383)  -0.5383
C (0.73670, -5.43862, 1.89639)  -0.5118
C (1.02319, -4.09546, 2.08071)  -0.2545
C (2.06916, -3.75644, 2.93247)  0.1994
C (2.78797, -4.76627, 3.56388)  -0.5379
C (2.42888, -6.08096, 3.31377)  -0.2609
H (-0.07229, -5.75393, 1.24387)  0.4114
H (0.44454, -3.33223, 1.57286)  0.4489
H (2.32236, -2.71406, 3.10274)  0.2947
H (3.60828, -4.53502, 4.23387)  0.3808
H (2.96185, -6.90497, 3.77989)  0.3572

Results
**Spin multiplicity**: 1
**Charge**: +1
**E**: -2156.4298 Ha
**Energy relative to the best compared isomer or geometry (same formula, charge and spin)**: 2.954 eV
**Highest occupied orbital energy**: -0.4261 Eh

---

(5)
A 2-piece molecular cluster, C3H9N4 overall in a non-equilibrium geometry, computed with ωB97M-V/def2-TZVPD.

Last column: Mulliken charge in e.
Atoms and positions in Å:
C (-1.15948, 0.46502, -1.46412)  0.0516
C (-2.10353, -0.40838, -0.73164)  -0.9276
C (0.87393, 0.80955, 1.86776)  -0.6285
N (1.82775, -0.95994, 0.50982)  0.9232
N (2.43511, -1.87616, 0.12342)  -0.7501
N (-0.01446, 0.73657, -1.01240)  -0.4138
N (1.06620, -0.25749, 0.99083)  0.0933
H (-1.53778, 0.83542, -2.42226)  0.3454
H (-1.73133, -0.67608, 0.25128)  0.2071
H (-2.26956, -1.31021, -1.31898)  0.2944
H (-3.06669, 0.08852, -0.64120)  0.3143
H (0.00634, 0.58801, 2.49331)  0.2850
H (0.65083, 1.71044, 1.29256)  0.3158
H (1.75387, 0.97748, 2.49412)  0.3724
H (2.72252, -2.06967, -0.82854)  0.3463
H (0.54628, 1.34693, -1.60395)  0.1711

Results
**Spin multiplicity**: 1
**Charge**: +1
**E**: -338.3265 Ha
**Energy relative to the best compared isomer or geometry (same formula, charge and spin)**: 5.289 eV
**Highest occupied orbital energy**: -0.5086 Eh

---

(6)
A 2-piece molecular cluster, ClHN2O overall in a non-equilibrium geometry, computed with ωB97M-V/def2-TZVPD.

Last column: Mulliken charge in e.
Atoms and positions in Å:
N (-1.07425, 0.86583, -1.32109)  0.8128
N (-1.57167, 0.88135, -0.33050)  -0.2919
O (-0.49970, 0.75291, -2.31155)  -0.5196
Cl (1.11836, -0.90424, 1.73921)  -0.2288
H (2.02726, -1.59585, 2.22393)  0.2276

Results
**Spin multiplicity**: 1
**SMILES string**: N#[N+][O-].Cl
**E**: -645.4848 Ha
**Energy relative to the best compared isomer or geometry (same formula, charge and spin)**: 0.830 eV
**Highest occupied orbital energy**: -0.4379 Eh